Entry 1:
Density functional theory data (ωB97M-V/def2-TZVPD) for a cluster of 14 separate species, C5H34O14 in total.

LUMO energy = -0.005 hartree
E_tot = -1264.185082 a.u.
2S+1 = 1
Max |F| = 2.11 eV Å⁻¹
Energy relative to the best compared isomer or geometry (same formula, charge and spin) = 4.0212 eV
HOMO-LUMO gap = 8.78 eV

Cartesian coordinates (Å):
C1 1.449991 1.000362 -1.604137
C2 0.618252 0.168903 -1.000243
C3 -0.288154 0.469601 0.115115
C4 -0.512828 -0.358294 1.146954
O1 0.436202 -1.292305 1.452242
C5 -1.607903 -0.076622 2.120227
H1 2.075270 0.756576 -2.444806
H2 1.767145 1.958142 -1.190904
H3 0.489522 -0.846322 -1.361077
H4 -0.932873 1.337648 0.088438
H5 0.064594 -2.187829 1.655666
H6 -1.902111 -0.858136 2.814130
H7 -2.525350 0.291904 1.632168
H8 -1.369480 0.823586 2.707522
H9 2.933368 3.404599 1.146500
H10 3.358679 2.484389 -0.033452
O2 3.083897 3.366744 0.199614
H11 -3.624915 -1.772418 -3.098237
H12 -2.235522 -1.813984 -3.851611
O3 -3.056924 -1.347972 -3.733317
H13 -0.604582 -1.230131 5.141676
H14 0.594958 -1.314047 4.297264
O4 0.236760 -1.704396 5.100147
H15 4.954392 1.019547 1.193608
H16 3.508845 0.603192 1.220008
O5 4.132964 1.209103 1.652718
H17 1.509992 1.892677 2.494641
H18 0.650761 2.162675 1.249800
O6 0.912365 2.534730 2.104590
H19 -3.347888 -1.992959 -0.743040
H20 -2.531752 -0.827169 -1.466594
O7 -2.601630 -1.779600 -1.308706
H21 1.976022 -2.361514 -2.259235
H22 2.088239 -3.441362 -3.263964
O8 2.240335 -3.286546 -2.324996
H23 2.578297 -1.360642 1.708786
H24 2.238398 -1.405845 0.210552
O9 2.948590 -1.262095 0.836808
H25 -1.405474 -2.982762 -1.816676
H26 -1.037134 -3.806837 -3.118460
O10 -1.075623 -3.832474 -2.162532
H27 0.813275 4.184137 0.053045
H28 -0.475144 4.942577 0.287055
O11 -0.051505 4.358436 -0.349364
H29 -0.148167 -2.979189 3.787128
H30 -1.547089 -3.499899 3.036275
O12 -0.705355 -3.054049 2.993392
H31 -0.599773 3.631745 -2.869084
H32 -1.169637 3.525981 -1.489977
O13 -1.439271 3.469562 -2.427701
H33 -3.750938 0.298320 -3.002914
H34 -3.374921 1.690649 -3.088664
O14 -3.739196 1.089613 -2.436387

Force components x, y, z for each atom (eV/Å):
1.1 0.6 0.3
-0.3 -0.1 0.1
-0.3 -0.4 0.3
0.5 0.7 -0.1
-0.6 -0.9 -0.4
-1.0 1.2 0.4
-0.1 -0.6 -0.4
-0.8 0.1 0.0
0.1 -0.1 -0.3
-0.1 0.1 -0.4
-0.2 0.8 0.3
0.3 -0.3 -0.2
0.3 -0.5 -0.2
0.4 -0.3 0.2
0.2 -0.5 0.1
0.2 -0.3 0.5
-0.5 1.2 -0.7
0.4 -0.8 0.2
0.1 -0.4 0.3
-0.7 1.2 -1.6
-0.1 -0.2 0.3
0.5 0.2 -0.1
-0.1 0.3 -0.1
0.2 0.0 0.1
0.1 -0.4 0.1
-0.3 0.0 -0.1
0.1 -0.1 0.0
0.1 -0.1 0.2
-0.1 0.3 0.0
0.1 0.4 0.2
-0.4 0.1 0.3
0.2 -0.2 0.6
0.1 0.0 0.3
0.1 -0.4 0.0
-0.1 0.4 -0.4
-0.4 -0.2 0.1
-0.3 0.0 0.2
1.4 0.3 -0.4
-0.1 -0.3 -0.4
-0.1 0.2 -0.1
0.2 -0.2 0.4
0.1 -0.1 -0.2
-0.1 0.1 0.0
0.4 0.1 0.7
-1.1 -0.5 0.4
0.1 -0.4 0.8
0.6 0.1 -1.2
-0.1 0.0 -0.1
-0.2 0.1 -0.5
0.0 -0.3 0.2
0.0 0.0 0.3
0.3 0.8 0.3
-0.1 -0.7 -0.5

Per-atom Mulliken charges, elementary charge units: -1.0098 0.1338 -1.4093 1.1856 -0.1779 -1.3477 0.2521 0.2074 0.3202 0.7336 0.3500 0.2513 0.3608 0.2937 0.3376 0.2772 -0.6312 0.3726 0.2244 -0.6364 0.3513 0.3430 -0.7060 0.2973 0.3863 -0.6310 0.3401 0.2459 -0.6796 0.2368 0.3453 -0.5353 0.2956 0.2946 -0.5813 0.3073 0.3456 -0.6880 0.3141 0.2768 -0.6117 0.2946 0.2838 -0.6474 0.3383 0.2370 -0.5857 0.2847 0.3586 -0.6184 0.3476 0.3002 -0.6287


Entry 2:
Density functional theory data (ωB97M-V/def2-TZVPD) for a structure of composition C9H29BrHfO14P3.

LUMO energy = -0.110 hartree
E_tot = -5060.037763 a.u.
2S+1 = 1
Max |F| = 3.36 eV Å⁻¹
Energy relative to the best compared isomer or geometry (same formula, charge and spin) = 0.0000 eV
HOMO-LUMO gap = 8.46 eV
Total charge = +1

Cartesian coordinates (Å):
Hf1 5.628444 6.538415 -14.057391
Br1 3.359382 5.315705 -15.130029
O1 6.174673 4.779859 -13.063031
H1 5.854346 4.346290 -12.268868
O2 7.385594 7.613482 -14.441070
H2 7.969976 8.327791 -14.694939
C1 7.291411 10.404622 -11.557829
O3 7.931298 9.266142 -10.994211
P1 7.176801 7.919044 -10.771813
O4 6.591194 7.333413 -11.981555
O5 8.274684 7.057113 -10.098149
C2 8.112478 5.627052 -9.961408
O6 6.092634 8.241206 -9.678465
C3 6.450446 8.769160 -8.392188
H3 7.712905 10.673023 -12.527223
H4 7.472320 11.268843 -10.921247
H5 6.223229 10.233578 -11.702612
H6 8.892793 5.170921 -10.561683
H7 7.132538 5.282336 -10.284950
H8 8.248544 5.381353 -8.911398
H9 7.516405 8.681188 -8.199637
H10 5.847032 8.259303 -7.644609
H11 6.153334 9.817760 -8.340062
C4 2.986318 8.813502 -10.674174
O7 2.534103 7.455663 -10.628428
P2 3.392471 6.238619 -11.108627
O8 4.098207 6.442992 -12.375243
O9 4.382630 5.861456 -9.966609
C5 3.895506 5.686618 -8.629833
O10 2.387905 5.055456 -11.088686
C6 1.160887 5.126092 -11.868145
H12 2.336224 9.409071 -11.312579
H13 4.000851 8.888122 -11.063561
H14 2.942718 9.231684 -9.671375
H15 4.592002 5.076231 -8.065805
H16 2.927619 5.183250 -8.623386
H17 3.745453 6.661284 -8.164635
H18 0.333374 4.974937 -11.178425
H19 1.202210 4.359330 -12.631343
H20 1.006477 6.118957 -12.288353
C7 4.862432 6.318150 -19.046346
O11 5.805688 7.363591 -18.744866
P3 5.629616 8.210819 -17.440300
O12 5.409428 7.402003 -16.232562
O13 6.911825 9.100183 -17.448514
C8 8.218068 8.500929 -17.514337
O14 4.438426 9.166209 -17.710172
C9 4.465509 10.130261 -18.780021
H21 4.422442 6.532570 -20.015247
H22 4.096914 6.211765 -18.274634
H23 5.357929 5.348937 -19.073919
H24 8.924148 9.111489 -16.951264
H25 8.626657 8.575914 -18.523509
H26 8.210579 7.473484 -17.164791
H27 4.577367 11.124900 -18.358438
H28 3.508162 10.054054 -19.289313
H29 5.249541 9.942092 -19.511656

Force components x, y, z for each atom (eV/Å):
1.7 -1.9 2.2
1.0 0.6 0.2
0.0 2.3 -2.2
-0.2 0.1 -0.3
-2.0 -1.4 0.3
-0.2 -0.2 0.0
-0.2 0.6 -0.4
0.7 0.1 0.0
0.2 0.2 -0.1
-1.1 0.1 -0.3
0.2 0.0 0.2
0.2 -0.1 0.1
-0.5 -0.2 -0.1
-0.3 0.5 0.2
0.2 -0.4 0.0
-0.2 -0.2 0.3
0.0 0.1 0.2
-0.1 -0.1 0.0
0.0 0.2 -0.1
0.1 0.0 0.0
0.0 -0.1 0.1
0.2 -0.3 0.0
0.2 0.0 -0.2
0.2 0.5 -0.2
-0.2 0.2 -0.1
-0.5 -0.5 0.7
0.8 1.2 -1.4
0.5 -0.2 0.0
-0.7 0.1 0.4
-0.4 0.1 -0.3
-0.3 0.2 0.3
-0.2 -0.3 0.0
0.0 -0.1 0.1
0.1 -0.1 0.1
0.2 0.1 -0.1
0.1 -0.1 -0.2
0.2 0.0 0.0
0.1 -0.3 0.0
0.0 0.0 -0.1
0.3 -0.1 -0.2
-0.4 -0.6 0.1
0.3 -0.4 0.1
0.3 0.0 -1.0
-0.4 -0.6 1.4
0.1 0.2 0.1
0.8 0.3 -0.4
-0.1 0.4 0.5
-0.3 0.1 -0.3
0.0 0.0 0.0
-0.1 0.3 -0.1
0.3 0.2 -0.1
-0.4 -0.1 0.5
-0.5 -0.3 -0.2
0.0 0.0 0.1
0.1 0.0 0.1
0.0 0.0 0.1
0.1 -0.1 0.2

Per-atom Mulliken charges, elementary charge units: 1.4152 -0.5856 -0.7730 0.2223 -0.7015 0.1768 -0.5985 -0.3506 -0.2236 0.9346 -0.2993 -0.5294 0.1631 -0.8832 0.2722 0.2841 0.1701 0.2812 0.1138 0.2863 0.3626 0.2689 0.2789 -0.3607 -0.2626 0.0792 0.7744 0.0542 -0.8093 -0.3656 -0.6919 0.2991 -0.0788 0.2881 0.2697 0.3059 0.2761 0.2851 0.2632 0.3237 -0.6807 -0.2790 0.2824 0.0959 -0.2792 -0.7154 -0.2805 -0.7237 0.2876 0.2983 0.2707 0.2600 0.2786 0.3619 0.2699 0.2805 0.3375


Entry 3:
Density functional theory data (ωB97M-V/def2-TZVPD) for a cluster of 2 separate species, C5H3NO5S in total.

LUMO energy = 0.212 hartree
E_tot = -1021.472022 a.u.
2S+1 = 1
Max |F| = 2.83 eV Å⁻¹
Energy relative to the best compared isomer or geometry (same formula, charge and spin) = 0.0000 eV
HOMO-LUMO gap = 5.45 eV
Total charge = -2

Cartesian coordinates (Å):
C1 -0.450457 0.265489 -0.580273
C2 0.221052 -0.823887 0.162613
C3 -1.485049 -0.337765 -1.243313
C4 -0.427959 -2.020518 -0.228807
C5 -2.197314 4.189068 -0.317102
N1 -2.326338 3.359129 0.493702
O1 -0.283871 -3.252119 -0.014809
O2 -2.129463 5.156760 -1.022158
O3 -4.648282 2.433169 0.988641
O4 -3.012333 2.338012 2.787894
O5 -1.481575 -1.749507 -1.123495
S1 -3.255246 2.029922 1.382874
H1 -0.506741 1.391037 -0.340496
H2 1.015165 -0.665493 0.847860
H3 -2.335453 -0.082253 -1.798706

Force components x, y, z for each atom (eV/Å):
-1.6 0.0 1.1
-1.5 0.6 -1.8
1.0 -1.3 0.0
0.3 -1.4 0.0
-0.6 1.9 -0.5
0.9 -0.7 0.7
0.6 0.5 0.5
0.4 -0.4 -0.4
1.4 -0.5 0.2
0.4 0.3 0.2
1.2 2.5 0.8
-2.5 -0.5 -0.2
0.5 -2.0 -0.6
0.5 -0.3 0.4
-0.8 1.2 -0.6

Per-atom Mulliken charges, elementary charge units: -0.3201 -0.6417 -0.3419 0.3672 0.5416 -0.3006 -0.8532 -0.6430 -0.6651 -0.6233 -0.3138 0.6736 0.2342 0.3966 0.4895


Entry 4:
Density functional theory data (ωB97M-V/def2-TZVPD) for an isolated molecule of C3H8O.

LUMO energy = 0.044 hartree
E_tot = -194.312054 a.u.
2S+1 = 1
Max |F| = 0.34 eV Å⁻¹
Energy relative to the best compared isomer or geometry (same formula, charge and spin) = 0.6502 eV
HOMO-LUMO gap = 10.97 eV
SMILES = CCOC

Cartesian coordinates (Å):
C1 -1.801891 0.184852 0.300995
C2 -0.388092 -0.294179 -0.020533
O1 0.541995 0.674397 0.414626
C3 1.830273 0.140246 0.560857
H1 -2.317407 0.590733 -0.571938
H2 -2.409783 -0.627752 0.706774
H3 -1.742934 0.970377 1.058208
H4 -0.261957 -0.474225 -1.101098
H5 -0.184631 -1.250313 0.487521
H6 1.852047 -0.634208 1.345334
H7 2.205066 -0.308715 -0.372890
H8 2.494595 0.957431 0.852218

Force components x, y, z for each atom (eV/Å):
0.0 0.0 0.0
-0.2 -0.2 -0.1
0.0 0.1 0.0
0.3 -0.1 0.0
0.1 0.0 0.1
0.0 0.1 -0.1
0.0 -0.1 -0.1
0.0 0.0 0.2
0.0 0.1 0.0
0.0 0.1 -0.1
-0.1 0.1 0.1
-0.1 -0.1 -0.1

Per-atom Mulliken charges, elementary charge units: -0.9925 -0.2455 -0.3265 -0.6975 0.2530 0.2927 0.3065 0.2912 0.2918 0.2972 0.2840 0.2455